DFT (ωB97M-V/def2-TZVPD) results for C25H25AsCaCl2N4O2S2 as an isolated structure.

Each line ends with the Löwdin charge.
Positions of all 62 atoms, in Å:
Ca: -0.21 -0.94 -0.25  0.983
Cl: 1.77 -2.80 6.63  0.586
C: 1.89 -2.42 4.92  -0.696
C: 0.79 -1.88 4.28  -0.057
C: 0.81 -1.56 2.92  -0.214
N: -0.31 -1.11 2.22  -0.004
C: -1.34 -0.57 2.88  -0.532
O: -1.45 -0.27 4.08  -0.037
C: -2.55 -0.26 2.01  -0.229
C: -3.69 0.26 2.61  -0.023
C: -4.78 0.55 1.81  -0.085
C: -4.70 0.31 0.44  -0.069
C: -3.53 -0.21 -0.07  -0.153
N: -2.48 -0.49 0.70  0.014
C: 2.01 -1.79 2.19  -0.213
C: 3.11 -2.33 2.86  -0.055
C: 3.05 -2.65 4.21  -0.697
Cl: 4.47 -3.32 4.97  0.585
N: 2.00 -1.52 0.81  0.003
C: 3.14 -1.42 0.14  -0.502
O: 4.32 -1.46 0.54  -0.031
C: 2.97 -1.20 -1.36  -0.195
C: 4.11 -1.18 -2.17  -0.022
C: 3.94 -0.99 -3.53  -0.086
C: 2.67 -0.83 -4.04  -0.067
C: 1.59 -0.85 -3.17  -0.143
N: 1.75 -1.03 -1.86  0.026
H: -0.11 -1.69 4.85  0.087
H: -3.68 0.44 3.67  0.103
H: -5.69 0.96 2.24  0.092
H: -5.53 0.53 -0.22  0.093
H: -3.39 -0.41 -1.13  0.058
H: 4.02 -2.49 2.32  0.086
H: 5.07 -1.31 -1.70  0.103
H: 4.81 -0.98 -4.19  0.093
H: 2.50 -0.68 -5.10  0.094
H: 0.57 -0.71 -3.51  0.061
C: -2.18 1.37 -4.41  -0.183
C: -1.76 0.40 -3.32  -0.840
S: -0.96 1.21 -1.96  0.394
C: -1.99 -0.93 -3.47  -0.854
C: -2.66 -1.43 -4.73  -0.186
S: -1.63 -2.22 -2.31  0.351
H: -2.28 2.36 -3.99  0.032
H: -3.13 1.09 -4.88  0.052
H: -1.43 1.43 -5.21  0.065
H: -3.76 -1.35 -4.67  0.065
H: -2.43 -2.49 -4.87  0.031
H: -2.35 -0.89 -5.63  0.051
C: 0.46 3.06 3.05  -0.343
As: -0.08 2.35 1.30  1.059
C: -0.27 4.06 0.37  -0.359
C: 1.71 1.96 0.61  -0.330
H: 1.31 3.74 2.96  0.010
H: 0.73 2.22 3.70  0.012
H: -0.38 3.58 3.50  0.007
H: 0.62 4.68 0.50  0.011
H: -1.14 4.60 0.75  0.007
H: -0.43 3.84 -0.69  -0.025
H: 2.36 2.83 0.74  0.019
H: 1.62 1.74 -0.45  -0.006
H: 2.14 1.09 1.12  0.009

Output
charge: -2
frontier orbital gap: 5.2 eV

DFT (ωB97M-V/def2-TZVPD) results for C25H25AsIOPSn as an isolated structure.

Each line ends with the Löwdin charge.
Positions of all 55 atoms, in Å:
Sn: -1.54 -0.66 -1.56  0.907
I: -2.85 1.51 0.02  1.111
C: -3.34 0.07 1.50  -0.553
C: -4.69 0.05 1.75  -0.152
C: -5.22 -0.71 2.80  -0.036
C: -4.37 -1.42 3.59  0.005
C: -2.97 -1.43 3.35  -0.141
C: -2.15 -2.17 4.23  0.009
C: -0.80 -2.23 4.06  -0.027
C: -0.23 -1.58 2.95  -0.056
C: -0.98 -0.85 2.06  -0.310
P: -0.07 -0.27 0.60  0.874
C: 0.53 1.40 0.92  -0.417
C: 1.31 2.05 -0.03  -0.109
C: 1.76 3.34 0.21  -0.056
C: 1.43 3.98 1.39  -0.044
C: 0.66 3.33 2.35  -0.045
C: 0.21 2.04 2.11  -0.089
C: 1.37 -1.32 0.34  -0.393
C: 1.16 -2.57 -0.25  -0.123
C: 2.24 -3.41 -0.51  -0.057
C: 3.52 -3.00 -0.18  -0.046
C: 3.73 -1.76 0.41  -0.046
C: 2.66 -0.92 0.67  -0.072
C: -2.40 -0.71 2.26  -0.189
H: -5.36 0.66 1.15  0.093
H: -6.29 -0.71 2.98  0.125
H: -4.74 -2.00 4.43  0.130
H: -2.62 -2.69 5.05  0.131
H: -0.17 -2.79 4.74  0.124
H: 0.83 -1.69 2.78  0.113
H: 1.58 1.54 -0.95  0.082
H: 2.38 3.84 -0.52  0.113
H: 1.79 4.99 1.58  0.120
H: 0.41 3.83 3.28  0.120
H: -0.38 1.54 2.87  0.110
H: 0.16 -2.92 -0.48  0.080
H: 2.07 -4.38 -0.95  0.118
H: 4.36 -3.65 -0.37  0.120
H: 4.73 -1.45 0.68  0.119
H: 2.83 0.04 1.14  0.114
C: 2.30 0.40 -3.84  -0.170
As: 0.46 0.88 -4.06  1.044
C: -0.36 -0.26 -5.36  -0.182
C: 0.27 2.71 -4.54  -0.167
O: -0.29 0.67 -2.54  -0.784
H: 2.79 0.38 -4.81  0.061
H: 2.35 -0.58 -3.37  0.052
H: 2.78 1.14 -3.20  0.049
H: 0.13 -0.10 -6.33  0.062
H: -1.42 -0.01 -5.45  0.057
H: -0.24 -1.30 -5.07  0.053
H: 0.85 2.92 -5.43  0.062
H: 0.62 3.32 -3.71  0.052
H: -0.78 2.92 -4.73  0.058

Output
charge: +2
frontier orbital gap: 7.7 eV

DFT (ωB97M-V/def2-TZVPD) results for C25H25BBrN10Ru as an isolated structure in a non-equilibrium geometry.

Each line ends with the Löwdin spin population.
Positions of all 63 atoms, in Å:
Ru: -0.11 0.02 -0.09  0.833
C: 1.08 -2.65 -3.26  0.009
C: 0.38 -1.55 -2.82  0.016
N: 0.38 -1.49 -1.47  0.021
N: 1.12 -2.55 -1.05  0.002
C: 1.54 -3.26 -2.10  0.027
B: 1.64 -2.64 0.39  0.000
N: 0.46 -2.54 1.37  0.001
C: 0.05 -3.38 2.32  0.005
C: -0.94 -2.76 3.05  0.001
C: -1.08 -1.51 2.47  0.003
N: -0.21 -1.37 1.45  0.002
N: 2.50 -1.37 0.56  0.000
C: 3.80 -1.26 0.89  0.003
C: 4.20 0.04 0.68  0.002
C: 3.06 0.68 0.21  0.002
N: 2.04 -0.17 0.14  0.005
H: 1.25 -2.96 -4.27  0.000
H: -0.13 -0.83 -3.42  0.000
H: 2.15 -4.14 -1.96  0.001
H: 2.26 -3.64 0.57  0.000
H: 0.49 -4.36 2.41  0.000
H: -1.49 -3.15 3.89  0.000
H: -1.74 -0.70 2.74  0.000
H: 4.35 -2.12 1.23  0.000
H: 5.17 0.47 0.84  0.000
H: 2.97 1.70 -0.12  0.000
Br: 2.58 3.08 6.22  0.000
C: 1.94 2.76 4.49  -0.001
C: 1.26 1.59 4.21  0.000
C: 0.80 1.36 2.93  0.000
C: 1.02 2.29 1.92  0.002
C: 1.71 3.47 2.21  0.000
C: 2.17 3.70 3.49  0.000
N: 0.52 1.99 0.61  0.009
C: 0.57 2.86 -0.33  0.007
C: -0.04 2.55 -1.61  0.000
C: -0.25 3.50 -2.59  0.000
C: -1.06 3.17 -3.67  0.000
C: -1.68 1.93 -3.68  0.001
C: -1.39 1.02 -2.68  -0.001
N: -0.53 1.30 -1.69  -0.003
H: 1.08 0.86 5.00  0.000
H: 0.29 0.44 2.70  0.000
H: 1.91 4.21 1.46  0.000
H: 2.71 4.61 3.72  0.000
H: 0.96 3.85 -0.17  0.000
H: 0.20 4.48 -2.50  0.000
H: -1.25 3.89 -4.46  0.000
H: -2.37 1.66 -4.47  0.000
H: -1.85 0.05 -2.66  0.000
C: -2.48 2.82 1.29  0.000
C: -2.88 1.48 0.79  0.002
N: -2.12 0.45 0.41  0.022
C: -2.99 -0.58 0.05  0.014
C: -4.27 -0.16 0.19  0.002
N: -4.17 1.13 0.67  0.003
H: -1.52 2.77 1.81  0.000
H: -3.22 3.19 2.00  0.000
H: -2.41 3.53 0.47  0.000
H: -2.63 -1.54 -0.27  0.002
H: -5.20 -0.66 0.03  0.000
H: -4.95 1.72 0.91  0.000

Output
spin multiplicity: 2
charge: +2
<S²>: 0.76
frontier orbital gap (spin up / spin down): 6.9 / 6.6 eV

Going through the records in order, we get E values of -162385.8416, -112424.4930, -114522.3965 eV.
Going through the records in order, we get molecular weight values of 663.5, 693.0, 657.3 g/mol.